(1)
Entry from OMol25: a molecular structure, C35H37Cl3MoN6O9Se (ωB97M-V/def2-TZVPD).

CARTESIAN COORDINATES (ANGSTROEM)
Mo (-0.339, -0.995, 0.646)
C (2.627, 0.123, 3.396)
C (2.675, -1.016, 2.424)
C (2.873, -2.326, 2.840)
C (2.998, -3.367, 1.920)
C (2.902, -3.128, 0.559)
C (2.685, -1.825, 0.117)
C (2.574, -0.779, 1.041)
H (2.166, 1.004, 2.950)
H (3.635, 0.395, 3.710)
H (2.067, -0.137, 4.294)
H (2.980, -2.537, 3.897)
H (3.193, -4.369, 2.280)
H (3.012, -3.935, -0.152)
H (2.688, -1.618, -0.944)
H (2.551, 0.246, 0.690)
Cl (-2.212, -3.695, -3.937)
C (-1.099, -2.535, -3.356)
C (-0.166, -1.942, -4.197)
C (0.705, -1.004, -3.663)
C (0.625, -0.700, -2.319)
N (-0.280, -1.275, -1.507)
C (-1.132, -2.177, -2.014)
H (-0.127, -2.213, -5.242)
H (1.441, -0.515, -4.283)
H (1.289, 0.026, -1.868)
H (-1.848, -2.628, -1.341)
Cl (-4.794, -0.963, -0.921)
C (-4.569, -0.889, 0.844)
Cl (-5.839, -1.732, 1.704)
C (-3.185, -1.418, 1.236)
O (-2.939, -2.098, 2.186)
O (-2.252, -0.952, 0.394)
H (-4.603, 0.168, 1.123)
O (-0.965, -5.875, 6.307)
N (-0.849, -6.370, 5.211)
O (-0.863, -7.544, 4.932)
C (-0.665, -5.426, 4.084)
C (-0.528, -5.929, 2.801)
C (-0.375, -5.040, 1.757)
C (-0.317, -3.650, 1.963)
O (-0.101, -2.859, 0.940)
C (-0.460, -3.198, 3.291)
C (-0.639, -4.074, 4.355)
N (-0.409, -1.796, 3.636)
O (-0.395, -1.474, 4.783)
O (-0.367, -0.897, 2.743)
N (-0.273, -5.599, 0.393)
O (-0.648, -4.904, -0.532)
O (0.154, -6.721, 0.309)
H (-0.551, -6.996, 2.618)
H (-0.756, -3.719, 5.369)
C (-3.612, 2.894, 0.215)
C (-3.008, 3.567, -1.010)
C (-2.927, 2.641, -2.217)
C (-1.939, 1.494, -2.049)
N (-0.553, 1.972, -2.011)
C (0.272, 2.091, -0.957)
Se (-0.086, 1.501, 0.809)
N (1.424, 2.662, -1.343)
C (2.537, 3.098, -0.491)
C (2.632, 4.620, -0.426)
C (1.430, 5.300, 0.225)
C (1.291, 5.011, 1.713)
C (1.355, 2.908, -2.707)
C (2.290, 3.429, -3.601)
C (1.903, 3.497, -4.922)
C (0.636, 3.063, -5.347)
C (-0.288, 2.542, -4.466)
C (0.100, 2.477, -3.128)
H (-3.820, 3.619, 1.000)
H (-2.951, 2.133, 0.643)
H (-4.556, 2.411, -0.046)
H (-2.018, 3.976, -0.779)
H (-3.621, 4.428, -1.281)
H (-2.684, 3.203, -3.120)
H (-3.908, 2.190, -2.391)
H (-1.996, 0.793, -2.886)
H (-2.127, 0.930, -1.139)
H (3.445, 2.656, -0.904)
H (2.368, 2.670, 0.497)
H (2.783, 5.014, -1.432)
H (3.538, 4.860, 0.134)
H (0.513, 5.026, -0.310)
H (1.534, 6.376, 0.082)
H (1.017, 3.975, 1.918)
H (0.524, 5.638, 2.163)
H (2.226, 5.214, 2.234)
H (3.269, 3.757, -3.287)
H (2.592, 3.894, -5.653)
H (0.382, 3.141, -6.395)
H (-1.258, 2.207, -4.801)

Properties
**Energy above the lowest of the compared OMol25 structures with the same formula, charge and spin**: 5.8 kcal per mole
**LUMO level (alpha / beta)**: -8.10 / -7.58 eV
**Max |F|**: 0.80 eV Å⁻¹
**DFT total energy**: -6211.12785 hartree
**2S+1**: 3
**E_HOMO (alpha / beta)**: -0.5325 / -0.5335 Ha
**Gap between HOMO and LUMO (alpha / beta)**: 6.4 / 6.9 eV
**Total charge**: +2

=====

(2)
Entry from OMol25: a molecular structure, C35H37Cl3MoN6O9Se at a distorted geometry (ωB97M-V/def2-TZVPD).

CARTESIAN COORDINATES (ANGSTROEM)
Mo (1.414, -0.752, 0.571)
C (0.601, -4.093, -1.870)
C (1.823, -3.263, -1.602)
C (2.616, -2.808, -2.638)
C (3.828, -2.168, -2.385)
C (4.272, -1.958, -1.089)
C (3.497, -2.395, -0.028)
C (2.251, -3.026, -0.272)
H (-0.059, -4.146, -1.007)
H (0.905, -5.114, -2.117)
H (0.035, -3.713, -2.722)
H (2.312, -2.998, -3.661)
H (4.450, -1.854, -3.216)
H (5.229, -1.488, -0.910)
H (3.929, -2.419, 0.963)
H (1.845, -3.676, 0.489)
Cl (3.672, -2.409, 5.547)
C (2.410, -2.679, 4.425)
C (1.382, -3.570, 4.691)
C (0.392, -3.736, 3.736)
C (0.454, -3.019, 2.560)
N (1.450, -2.154, 2.306)
C (2.411, -1.991, 3.228)
H (1.359, -4.116, 5.626)
H (-0.432, -4.416, 3.904)
H (-0.303, -3.137, 1.799)
H (3.207, -1.293, 3.007)
Cl (1.927, 1.634, -3.883)
C (2.446, 1.986, -2.228)
Cl (2.062, 3.635, -1.751)
C (1.830, 0.992, -1.258)
O (1.077, 1.325, -0.305)
O (2.098, -0.240, -1.357)
H (3.519, 1.852, -2.218)
O (2.007, 5.764, 4.165)
N (2.991, 5.430, 3.541)
O (3.998, 6.079, 3.368)
C (2.959, 4.086, 2.922)
C (4.004, 3.694, 2.089)
C (3.983, 2.456, 1.502)
C (2.932, 1.533, 1.741)
O (2.949, 0.307, 1.359)
C (1.853, 2.031, 2.530)
C (1.884, 3.289, 3.140)
N (0.688, 1.264, 2.702)
O (-0.152, 1.578, 3.470)
O (0.465, 0.198, 2.005)
N (5.074, 2.150, 0.561)
O (6.076, 2.818, 0.640)
O (4.880, 1.270, -0.262)
H (4.832, 4.367, 1.903)
H (1.070, 3.626, 3.766)
C (-2.774, -2.514, -3.499)
C (-3.394, -1.117, -3.568)
C (-2.438, -0.043, -4.074)
C (-1.250, 0.256, -3.156)
N (-1.666, 0.821, -1.863)
C (-1.716, 0.193, -0.680)
Se (-0.822, -1.437, -0.311)
N (-2.322, 0.982, 0.224)
C (-2.887, 0.582, 1.525)
C (-4.401, 0.352, 1.455)
C (-4.839, -0.802, 0.561)
C (-4.418, -2.180, 1.072)
C (-2.640, 2.191, -0.396)
C (-3.228, 3.353, 0.096)
C (-3.380, 4.395, -0.796)
C (-2.953, 4.292, -2.130)
C (-2.368, 3.140, -2.615)
C (-2.223, 2.089, -1.714)
H (-3.541, -3.261, -3.289)
H (-2.021, -2.589, -2.712)
H (-2.310, -2.778, -4.453)
H (-3.785, -0.832, -2.587)
H (-4.250, -1.144, -4.244)
H (-2.990, 0.885, -4.240)
H (-2.023, -0.349, -5.037)
H (-0.599, 0.984, -3.634)
H (-0.673, -0.642, -2.956)
H (-2.677, 1.380, 2.233)
H (-2.370, -0.315, 1.853)
H (-4.875, 1.275, 1.111)
H (-4.749, 0.169, 2.475)
H (-4.458, -0.648, -0.454)
H (-5.927, -0.772, 0.481)
H (-3.343, -2.341, 0.979)
H (-4.914, -2.966, 0.501)
H (-4.693, -2.306, 2.123)
H (-3.544, 3.439, 1.128)
H (-3.832, 5.317, -0.458)
H (-3.088, 5.138, -2.791)
H (-2.024, 3.070, -3.639)

Properties
**Energy above the lowest of the compared OMol25 structures with the same formula, charge and spin**: 11.2 kcal per mole
**LUMO level (alpha / beta)**: -7.72 / -7.69 eV
**Max |F|**: 1.55 eV Å⁻¹
**DFT total energy**: -6211.11927 hartree
**2S+1**: 3
**E_HOMO (alpha / beta)**: -0.5155 / -0.5173 Ha
**Gap between HOMO and LUMO (alpha / beta)**: 6.3 / 6.4 eV
**Total charge**: +2

=====

(3)
Entry from OMol25: a molecular structure, C35H37ClMnO4P2 at a distorted geometry (ωB97M-V/def2-TZVPD).

CARTESIAN COORDINATES (ANGSTROEM)
Mn (-0.992, 0.748, -0.134)
C (-0.254, -3.867, 4.423)
C (0.728, -3.322, 3.639)
C (1.483, -4.053, 2.582)
C (0.853, -3.867, 1.125)
C (-0.611, -4.093, 1.061)
C (-1.364, -4.633, 2.028)
C (-0.925, -5.771, 2.891)
C (-0.558, -5.338, 4.326)
C (-2.734, 0.516, 1.030)
H (-0.500, -3.397, 5.367)
H (1.055, -2.306, 3.903)
H (1.542, -5.132, 2.755)
H (2.513, -3.686, 2.562)
H (1.007, -2.827, 0.808)
H (1.409, -4.506, 0.417)
H (-1.050, -3.878, 0.073)
H (-2.445, -4.527, 1.958)
H (-0.053, -6.205, 2.406)
H (-1.694, -6.542, 2.930)
H (-1.350, -5.578, 5.040)
H (0.303, -5.908, 4.707)
H (-2.493, 0.914, 2.024)
H (-3.309, -0.401, 1.196)
H (-3.364, 1.213, 0.484)
P (1.008, 2.429, -0.285)
P (-0.830, 1.651, -2.297)
C (1.703, 1.276, -1.498)
C (0.851, 1.028, -2.527)
C (2.138, 3.861, -0.350)
C (3.408, 3.704, -0.929)
C (4.259, 4.805, -1.030)
C (3.854, 6.054, -0.549)
C (2.604, 6.188, 0.067)
C (1.738, 5.102, 0.169)
C (1.604, 1.474, 1.157)
C (0.949, 0.243, 1.348)
C (1.099, -0.352, 2.603)
C (2.137, -0.016, 3.474)
C (2.950, 1.081, 3.138)
C (2.580, 1.908, 2.060)
C (-1.056, 2.686, -3.780)
C (-0.223, 3.811, -3.941)
C (-0.208, 4.471, -5.161)
C (-1.017, 4.041, -6.225)
C (-1.863, 2.941, -6.037)
C (-1.893, 2.268, -4.826)
C (-1.779, 0.062, -2.451)
C (-3.189, 0.093, -2.327)
C (-3.928, -1.039, -2.633)
C (-3.281, -2.187, -3.113)
C (-1.895, -2.202, -3.306)
C (-1.142, -1.076, -2.993)
H (2.745, 0.931, -1.408)
H (1.142, 0.632, -3.501)
H (3.730, 2.737, -1.323)
H (5.239, 4.684, -1.494)
H (4.527, 6.911, -0.622)
H (2.297, 7.148, 0.466)
H (0.752, 5.210, 0.623)
H (0.573, -0.408, 0.524)
H (0.364, -1.101, 2.832)
H (2.310, -0.647, 4.354)
H (3.857, 1.291, 3.701)
H (3.127, 2.837, 1.879)
H (0.415, 4.173, -3.133)
H (0.431, 5.337, -5.319)
H (-1.003, 4.566, -7.186)
H (-2.506, 2.609, -6.847)
H (-2.563, 1.421, -4.693)
H (-3.659, 1.006, -1.961)
H (-5.007, -1.034, -2.482)
H (-3.865, -3.079, -3.328)
H (-1.403, -3.108, -3.676)
H (-0.059, -1.088, -3.145)
O (-3.061, -1.025, 3.890)
Cl (-1.853, -1.746, 3.671)
O (-0.850, -1.305, 4.629)
O (-2.098, -3.205, 3.878)
O (-1.355, -1.607, 2.304)

Properties
**Energy above the lowest of the compared OMol25 structures with the same formula, charge and spin**: 84.9 kcal per mole
**LUMO level (alpha / beta)**: -0.69 / -0.73 eV
**Max |F|**: 4.33 eV Å⁻¹
**DFT total energy**: -3950.17565 hartree
**2S+1**: 6
**E_HOMO (alpha / beta)**: -0.2264 / -0.2264 Ha
**Gap between HOMO and LUMO (alpha / beta)**: 5.5 / 5.4 eV

=====

(4)
Entry from OMol25: a molecular structure, C35H37F5IrOP2Te at a distorted geometry (ωB97M-V/def2-TZVPD).

CARTESIAN COORDINATES (ANGSTROEM)
Ir (1.437, -0.627, -0.100)
C (-2.073, 0.369, 4.773)
C (-2.747, 0.080, 3.691)
C (-3.448, 1.045, 2.766)
C (-2.534, 1.860, 1.753)
C (-1.439, 2.671, 2.331)
C (-1.253, 3.016, 3.621)
C (-2.256, 2.956, 4.743)
C (-2.223, 1.652, 5.553)
C (2.678, -1.896, 1.106)
H (-1.469, -0.416, 5.246)
H (-2.772, -0.987, 3.302)
H (-4.044, 1.775, 3.319)
H (-4.151, 0.435, 2.142)
H (-2.047, 1.129, 1.076)
H (-3.213, 2.449, 1.113)
H (-0.696, 2.973, 1.603)
H (-0.253, 3.364, 3.886)
H (-3.241, 3.098, 4.347)
H (-2.065, 3.791, 5.424)
H (-1.397, 1.679, 6.277)
H (-3.172, 1.600, 6.164)
H (2.251, -2.434, 1.992)
H (3.612, -1.439, 1.471)
H (2.887, -2.631, 0.318)
P (-0.102, -1.690, -1.828)
P (1.474, 0.667, -1.807)
C (-1.044, -0.207, -2.214)
C (-0.264, 0.896, -2.235)
C (-0.450, -2.730, -3.361)
C (-1.446, -2.437, -4.315)
C (-1.727, -3.349, -5.341)
C (-1.016, -4.546, -5.438)
C (-0.006, -4.828, -4.507)
C (0.277, -3.928, -3.480)
C (-1.217, -2.543, -0.662)
C (-0.763, -2.300, 0.622)
C (-1.454, -2.764, 1.730)
C (-2.573, -3.578, 1.538)
C (-3.019, -3.857, 0.232)
C (-2.357, -3.314, -0.881)
C (2.292, 0.828, -3.422)
C (2.029, -0.107, -4.449)
C (2.471, 0.120, -5.753)
C (3.176, 1.274, -6.093)
C (3.420, 2.212, -5.090)
C (2.962, 2.007, -3.789)
C (1.812, 2.248, -0.944)
C (3.087, 2.392, -0.391)
C (3.463, 3.621, 0.142)
C (2.567, 4.697, 0.119)
C (1.273, 4.528, -0.377)
C (0.871, 3.286, -0.879)
H (-2.110, -0.227, -2.447)
H (-0.476, 1.858, -2.701)
H (-1.997, -1.498, -4.276)
H (-2.514, -3.125, -6.065)
H (-1.245, -5.265, -6.225)
H (0.562, -5.757, -4.582)
H (1.069, -4.133, -2.761)
H (0.183, -1.753, 0.793)
H (-1.104, -2.479, 2.711)
H (-3.090, -3.987, 2.401)
H (-3.896, -4.492, 0.104)
H (-2.757, -3.518, -1.887)
H (1.465, -1.011, -4.236)
H (2.270, -0.619, -6.533)
H (3.528, 1.439, -7.112)
H (3.976, 3.115, -5.340)
H (3.129, 2.797, -3.056)
H (3.751, 1.528, -0.351)
H (4.458, 3.723, 0.579)
H (2.880, 5.667, 0.500)
H (0.559, 5.349, -0.372)
H (-0.150, 3.145, -1.207)
F (0.222, -1.823, 5.771)
Te (1.570, -0.353, 5.537)
F (2.290, -1.021, 7.150)
F (3.020, 0.984, 5.687)
F (0.452, 0.779, 6.742)
F (2.805, -1.652, 4.722)
O (1.042, 0.216, 1.412)

Properties
**Energy above the lowest of the compared OMol25 structures with the same formula, charge and spin**: 1.7 kcal per mole
**LUMO level (alpha / beta)**: -6.17 / -10.26 eV
**Max |F|**: 5.89 eV Å⁻¹
**DFT total energy**: -2984.58091 hartree
**2S+1**: 6
**E_HOMO (alpha / beta)**: -0.4678 / -0.5125 Ha
**Gap between HOMO and LUMO (alpha / beta)**: 6.6 / 3.7 eV
**Total charge**: +2

=====

(5)
Entry from OMol25: 5 unconnected molecules or ions with the total composition C35H37F9I2N9O11P2S3 at a distorted geometry (ωB97M-V/def2-TZVPD).

CARTESIAN COORDINATES (ANGSTROEM)
C (2.495, -2.126, 4.480)
C (1.359, -2.387, 3.500)
I (-0.318, -3.159, 4.638)
C (0.798, -1.213, 2.645)
I (1.103, 0.636, 3.687)
C (1.137, -1.288, 1.114)
S (2.978, -1.463, 0.974)
O (3.575, -0.453, 1.808)
O (3.271, -2.840, 1.253)
C (3.730, -1.101, -0.691)
F (3.330, -1.961, -1.632)
F (3.428, 0.161, -1.083)
C (5.302, -1.147, -0.575)
F (5.733, -2.135, 0.222)
F (5.709, 0.045, -0.069)
C (5.940, -1.303, -1.987)
F (5.278, -0.543, -2.884)
F (5.841, -2.598, -2.349)
C (7.458, -0.897, -2.031)
F (8.069, -1.666, -2.913)
F (8.061, -1.029, -0.862)
F (7.545, 0.367, -2.431)
C (0.459, -2.634, 0.659)
O (1.100, -3.202, -0.445)
N (-0.979, -2.457, 0.353)
C (-1.584, -1.267, 0.737)
N (-2.762, -1.366, 1.310)
P (-3.733, -0.141, 2.133)
S (-4.467, -0.929, 3.700)
N (-0.960, -0.064, 0.582)
S (-1.873, 1.035, -0.441)
C (0.522, -0.147, 0.209)
N (0.751, -0.427, -1.154)
P (1.160, 1.666, 0.377)
N (1.065, 2.422, -0.989)
H (2.940, -3.094, 4.728)
H (2.155, -1.710, 5.429)
H (3.287, -1.516, 4.045)
H (1.643, -3.238, 2.896)
H (-0.286, -1.290, 2.696)
H (0.496, -3.351, 1.474)
H (0.758, -4.094, -0.587)
H (-1.174, -2.676, -0.621)
H (-3.153, -2.312, 1.344)
H (-4.674, 0.209, 1.159)
H (-2.829, 0.909, 2.272)
H (-2.508, 0.101, -1.169)
H (1.063, 0.371, -1.697)
H (0.126, -1.047, -1.639)
H (2.440, 1.548, 0.918)
H (0.295, 2.171, 1.344)
H (1.977, 2.742, -1.300)
C (-1.578, -2.293, 11.176)
C (-0.418, -1.647, 10.770)
C (0.366, -2.192, 9.767)
C (-0.035, -3.381, 9.187)
C (-1.182, -4.045, 9.578)
C (-1.957, -3.491, 10.584)
N (0.786, -3.958, 8.111)
O (1.799, -3.367, 7.791)
O (0.399, -4.984, 7.591)
H (-2.189, -1.862, 11.958)
H (-0.123, -0.716, 11.234)
H (1.272, -1.703, 9.442)
H (-1.463, -4.976, 9.109)
H (-2.858, -3.995, 10.905)
C (5.651, 2.770, -3.539)
C (4.302, 2.441, -3.538)
C (3.444, 3.005, -4.466)
C (3.964, 3.892, -5.389)
C (5.302, 4.239, -5.411)
C (6.149, 3.672, -4.470)
N (3.053, 4.476, -6.389)
O (1.878, 4.168, -6.315)
O (3.521, 5.223, -7.217)
H (6.307, 2.323, -2.807)
H (3.915, 1.740, -2.811)
H (2.393, 2.760, -4.476)
H (5.674, 4.938, -6.144)
H (7.199, 3.931, -4.470)
C (-9.048, -1.993, -1.055)
C (-8.753, -2.502, 0.204)
C (-7.446, -2.813, 0.538)
C (-6.457, -2.600, -0.408)
C (-6.728, -2.099, -1.670)
C (-8.039, -1.795, -1.990)
N (-5.073, -2.909, -0.049)
O (-4.854, -3.363, 1.061)
O (-4.192, -2.663, -0.862)
H (-10.071, -1.751, -1.310)
H (-9.541, -2.657, 0.926)
H (-7.201, -3.210, 1.512)
H (-5.935, -1.954, -2.388)
H (-8.275, -1.405, -2.970)
C (-1.756, 6.673, -5.447)
C (-3.109, 6.872, -5.691)
C (-3.764, 6.106, -6.642)
C (-3.042, 5.149, -7.331)
C (-1.693, 4.941, -7.112)
C (-1.048, 5.713, -6.159)
N (-3.739, 4.313, -8.325)
O (-4.920, 4.526, -8.509)
O (-3.094, 3.456, -8.891)
H (-1.251, 7.271, -4.700)
H (-3.658, 7.623, -5.140)
H (-4.815, 6.247, -6.843)
H (-1.155, 4.190, -7.670)
H (0.004, 5.557, -5.973)

Properties
**LUMO level**: -4.08 eV
**Max |F|**: 1.38 eV Å⁻¹
**DFT total energy**: -6047.12141 hartree
**E_HOMO**: -0.4114 Ha
**Gap between HOMO and LUMO**: 7.1 eV
**Total charge**: +1